C12H19Cl3Ge2N2OSeSn as an isolated structure. Source: OMol25; level of theory: ωB97M-V with the def2-TZVPD basis set.

Results
- expectation value of S² = 0.758
- total charge = +1
- HOMO energy (alpha / beta) (hartree) = -0.42815 / -0.42805
- calculated total energy (hartree) = -8803.3770
- LUMO (alpha / beta) (eV) = -4.66 / -5.13
- spin multiplicity = 2

Last column: Löwdin spin population.
Geometry (Å):
Sn 2.060 -0.480 0.434  0.008
O 3.796 -1.288 0.986  0.920
C 4.437 3.835 -0.719  0.000
Ge 4.285 1.899 -0.600  -0.001
C 4.179 1.060 -2.357  -0.001
C 5.722 1.146 0.468  0.013
C 2.517 1.570 0.281  0.006
H 5.375 4.088 -1.214  0.000
H 4.445 4.285 0.273  0.000
H 3.620 4.268 -1.295  0.000
H 5.106 1.236 -2.902  0.000
H 3.358 1.469 -2.947  0.000
H 4.053 -0.023 -2.279  0.000
H 6.669 1.358 -0.030  0.001
H 5.634 0.065 0.577  0.006
H 5.754 1.596 1.460  0.000
H 1.712 2.041 -0.284  0.000
H 2.492 1.959 1.302  0.000
Cl 1.563 -4.101 1.593  0.002
Ge 1.624 -2.997 -0.221  0.027
Cl -0.232 -3.308 -1.250  0.015
Cl 3.159 -3.687 -1.508  0.002
C -3.712 1.669 0.105  0.000
N -3.455 0.258 0.349  0.000
C -2.260 -0.344 0.458  0.000
Se -0.625 0.551 0.328  0.001
N -2.469 -1.647 0.687  0.000
C -3.834 -1.913 0.729  0.000
C -4.551 -3.084 0.929  0.000
C -5.928 -2.973 0.902  0.000
C -6.564 -1.743 0.683  0.000
C -5.845 -0.580 0.483  0.000
C -4.462 -0.696 0.511  0.000
H -2.766 2.194 0.022  0.000
H -4.284 2.080 0.935  0.000
H -4.273 1.780 -0.821  0.000
H -1.721 -2.312 0.793  0.000
H -4.062 -4.033 1.098  0.000
H -6.532 -3.857 1.054  0.000
H -7.645 -1.705 0.671  0.000
H -6.337 0.367 0.314  0.000